*P*
The following is a DFT calculation (wB97M-V/def2-TZVPD) of a cluster of 2 separate species, C5H12NS2 in total.

The spin multiplicity is 1. As for the HOMO energy: -0.4344 Ha. As for the net charge: +1. As for the LUMO energy: -5.458 eV. The calculation puts the frontier orbital gap at 0.2338 Eh.

Each line ends with the Mulliken charge.
Geometry (Å):
C -0.52 -1.04 0.71  0.8099
C 0.38 -2.01 0.65  -0.7875
C -2.71 -0.46 1.53  -0.0966
N -1.74 -1.28 1.42  -0.0440
H -0.48 -0.08 0.21  -0.2537
H 0.24 -2.96 1.15  0.2769
H 1.28 -1.87 0.07  0.2065
H -3.58 -0.76 2.09  0.2661
H -2.63 0.51 1.06  0.2640
H -1.84 -2.20 1.84  0.2842
C 1.80 -0.20 -2.28  -0.7409
S 0.30 0.84 -2.26  -0.1037
S 1.02 2.60 -1.49  -0.0412
C 0.61 2.51 0.28  -0.6519
H 2.48 0.16 -3.04  0.3506
H 2.27 -0.15 -1.30  0.2243
H 1.48 -1.21 -2.50  0.2965
H 1.20 1.74 0.77  0.2505
H 0.90 3.48 0.66  0.3437
H -0.46 2.37 0.40  0.1462



*Q*
The following is a DFT calculation (wB97M-V/def2-TZVPD) of the ion C5H12NS2 with charge +1.

The spin multiplicity is 1. As for the HOMO energy: -0.5032 Ha. As for the net charge: +1. As for the LUMO energy: -3.569 eV. The calculation puts the frontier orbital gap at 0.3721 Eh.

Each line ends with the Mulliken charge.
Geometry (Å):
C -0.64 -0.81 -0.44  -1.2309
C 1.51 -0.45 -0.99  -0.4771
C -0.71 0.88 -0.41  0.5972
C -1.49 1.36 0.88  -1.2173
C 1.12 -1.59 1.15  -0.9238
N 0.68 -1.29 -0.18  0.0650
S -1.47 1.34 -2.00  -0.1668
S 0.97 1.36 -0.56  0.0678
H -1.24 -1.20 0.38  0.4337
H -1.02 -1.11 -1.44  0.4807
H 2.71 -0.59 -0.80  0.3562
H 1.33 -0.47 -2.12  0.3758
H -0.87 0.99 1.74  0.3469
H -2.41 0.81 0.71  0.3916
H -1.72 2.38 0.80  0.4048
H 0.31 -2.18 1.51  0.3937
H 1.89 -2.42 1.07  0.3635
H 1.28 -0.77 1.93  0.3155
H -1.45 2.69 -2.04  0.2200
H 1.22 1.08 0.79  0.2037



Of them, the most stable is *P* and the least stable is *Q*.



*P*
The following is a DFT calculation (wB97M-V/def2-TZVPD) of a cluster of 2 separate species, C4H12OS2 in total.

The spin multiplicity is 1. As for the HOMO energy: -0.3151 Ha. As for the SMILES: CCSSCC.O. As for the LUMO energy: 0.673 eV. The calculation puts the frontier orbital gap at 0.3399 Eh.

Each line ends with the Mulliken charge.
Geometry (Å):
C -1.32 -0.97 -2.58  -1.2475
C -0.94 0.17 -1.65  -0.1463
S -1.05 -0.40 0.07  -0.1290
S -0.76 1.37 1.04  -0.0914
C 0.93 1.91 0.62  -0.4462
C 1.98 0.90 1.13  -1.0084
H -2.35 -1.23 -2.29  0.3052
H -0.68 -1.85 -2.43  0.3252
H -1.31 -0.70 -3.65  0.3561
H 0.08 0.53 -1.85  0.2139
H -1.64 1.00 -1.87  0.3442
H 1.06 2.07 -0.46  0.2504
H 1.10 2.88 1.13  0.3618
H 1.89 0.83 2.22  0.3010
H 2.99 1.27 0.89  0.3453
H 1.87 -0.11 0.70  0.2987
O -0.42 -2.32 3.26  -0.6190
H -0.69 -2.11 2.33  0.2753
H -0.74 -3.23 3.41  0.3106



*Q*
The following is a DFT calculation (wB97M-V/def2-TZVPD) of a cluster of 2 separate species, C4H12OS2 in total.

The spin multiplicity is 1. As for the HOMO energy: -0.3308 Ha. As for the SMILES: CCCSSC.O. As for the LUMO energy: 0.580 eV. The calculation puts the frontier orbital gap at 0.3521 Eh.

Each line ends with the Mulliken charge.
Geometry (Å):
C 1.57 0.28 -2.04  -1.1181
C 0.12 0.30 -1.59  -0.2111
C -0.53 -1.01 -1.18  -0.6921
S 0.48 -1.98 -0.01  -0.0936
S 0.69 -0.69 1.55  -0.1328
C -0.78 -1.00 2.56  -0.7095
H 1.77 -0.49 -2.77  0.2920
H 1.80 1.25 -2.48  0.3581
H 2.26 0.17 -1.20  0.2869
H -0.09 1.07 -0.84  0.1412
H -0.49 0.73 -2.37  0.3785
H -1.54 -0.84 -0.80  0.3346
H -0.67 -1.66 -2.05  0.3803
H -1.11 -0.04 2.96  0.3021
H -1.56 -1.36 1.88  0.2335
H -0.64 -1.76 3.33  0.3089
O -0.72 2.28 1.43  -0.5998
H 0.03 1.69 1.63  0.2332
H -0.60 3.05 1.99  0.3076



*R*
The following is a DFT calculation (wB97M-V/def2-TZVPD) of a cluster of 2 separate species, C4H12OS2 in total.

The spin multiplicity is 1. As for the HOMO energy: -0.3033 Ha. As for the SMILES: CCSSCC.O. As for the LUMO energy: 0.541 eV. The calculation puts the frontier orbital gap at 0.3232 Eh.

Each line ends with the Mulliken charge.
Geometry (Å):
C -1.41 -2.77 0.91  -1.0832
C -0.94 -1.80 -0.16  -0.1474
S 0.72 -2.07 -0.79  -0.1771
S 1.79 -0.55 0.11  -0.0859
C 0.90 0.99 -0.37  -0.4468
C 0.47 1.04 -1.82  -0.8883
H -1.87 -2.36 1.80  0.3266
H -0.57 -3.39 1.22  0.2921
H -2.20 -3.46 0.59  0.2877
H -1.02 -0.80 0.28  0.0651
H -1.54 -1.78 -1.05  0.4024
H 0.08 1.03 0.35  0.2181
H 1.56 1.80 -0.09  0.3982
H 0.36 0.03 -2.22  0.2543
H 1.14 1.67 -2.40  0.3254
H -0.55 1.44 -1.88  0.2687
O 1.39 3.53 1.98  -0.6437
H 0.50 3.23 2.19  0.3124
H 1.20 4.22 1.34  0.3214



Of them, the most stable is *Q* and the least stable is *R*.



*P*
The following is a DFT calculation (wB97M-V/def2-TZVPD) of an isolated molecule of C2H3ClF2N2S.

The spin multiplicity is 1. As for the HOMO energy: -0.3600 Ha. As for the SMILES: [H]/N=C(\NS)C(F)(F)Cl. As for the LUMO energy: 0.388 eV. The calculation puts the frontier orbital gap at 0.3743 Eh.

Each line ends with the Mulliken charge.
Geometry (Å):
H -1.33 -1.31 -1.61  0.2168
N -0.39 -1.30 -1.34  -0.5875
C -0.16 -0.42 -0.43  0.2920
N -1.11 0.35 0.23  -0.3174
S -1.00 1.97 0.84  -0.1034
C 1.27 -0.34 0.03  0.6352
F 1.39 -0.14 1.37  -0.2073
F 1.99 -1.42 -0.29  -0.2167
Cl 2.02 0.97 -0.83  -0.1186
H -2.05 0.08 -0.06  0.2533
H -0.62 1.57 2.08  0.1537



*Q*
The following is a DFT calculation (wB97M-V/def2-TZVPD) of an isolated molecule of C2H3ClF2N2S.

The spin multiplicity is 1. As for the HOMO energy: -0.3362 Ha. As for the SMILES: NNC(=S)C(F)(F)Cl. As for the LUMO energy: -0.124 eV. The calculation puts the frontier orbital gap at 0.3316 Eh.

Each line ends with the Mulliken charge.
Geometry (Å):
N -1.17 -0.55 -0.96  -0.4931
N -0.03 -1.01 -0.29  -0.0692
C 0.86 -0.22 0.37  0.0717
S 2.33 -0.71 0.82  -0.3126
C 0.32 1.14 0.76  0.6960
F -0.92 1.06 1.23  -0.2122
F 1.03 1.77 1.69  -0.2008
Cl 0.26 2.24 -0.71  -0.1594
H -1.94 -1.03 -0.54  0.2284
H -1.09 -0.76 -1.96  0.2421
H 0.36 -1.93 -0.42  0.2091



Of them, the most stable is *P* and the least stable is *Q*.



*P*
The following is a DFT calculation (wB97M-V/def2-TZVPD) of an isolated molecule of C3H2N2OS2.

The spin multiplicity is 1. As for the HOMO energy: -0.3476 Ha. As for the SMILES: S=Cn1cnoc1=S. As for the LUMO energy: -1.299 eV. The calculation puts the frontier orbital gap at 0.2999 Eh.

Each line ends with the Mulliken charge.
Geometry (Å):
S -2.70 -0.68 0.00  -0.2616
C -1.11 -1.02 -0.01  0.0633
N -0.11 -0.07 0.01  0.0429
C -0.24 1.30 0.00  0.0339
N 0.90 1.89 -0.01  -0.3226
O 1.86 0.87 0.00  -0.1543
C 1.26 -0.35 -0.01  0.2960
S 2.03 -1.78 0.00  -0.3354
H -0.71 -2.01 0.03  0.2631
H -1.17 1.85 -0.02  0.3746



*Q*
The following is a DFT calculation (wB97M-V/def2-TZVPD) of an isolated molecule of C3H2N2OS2.

The spin multiplicity is 1. As for the HOMO energy: -0.3371 Ha. As for the SMILES: S=c1cnonc1S. As for the LUMO energy: -1.703 eV. The calculation puts the frontier orbital gap at 0.2745 Eh.

Each line ends with the Mulliken charge.
Geometry (Å):
S -1.08 1.93 -0.08  -0.3017
C 0.08 0.74 0.01  0.3441
C 1.40 1.07 0.29  -0.2723
N 2.43 0.25 -0.07  -0.2101
O 1.99 -1.08 -0.20  -0.0409
N 0.79 -1.46 0.07  -0.3024
C -0.24 -0.62 0.06  0.4254
S -1.74 -1.42 0.04  -0.1513
H 1.61 2.13 0.36  0.4015
H -2.40 -0.38 -0.21  0.1077



Of them, the most stable is *P* and the least stable is *Q*.



*P*
The following is a DFT calculation (wB97M-V/def2-TZVPD) of a cluster of 2 separate species, C12H16N2 in total.

The spin multiplicity is 2. As for the HOMO energy (spin up / spin down): -0.4348 / -0.4337 Ha. As for the net charge: +1. As for the LUMO energy (spin up / spin down): -3.652 / -7.480 eV. The calculation puts the frontier orbital gap (spin up / spin down) at 0.3005 / 0.1589 Eh.

Each line ends with the Mulliken spin population.
Geometry (Å):
C 1.35 -0.28 -0.97  0.0227
C 3.51 0.97 1.87  -0.0033
C 3.30 -0.03 2.80  0.0073
C 2.87 0.92 0.65  0.0075
C 2.07 -0.16 0.32  -0.0026
C 2.52 -1.15 2.47  -0.0037
C 1.97 -1.23 1.22  0.0081
H 4.16 1.78 2.13  -0.0001
H 3.74 0.06 3.78  0.0003
H 2.87 1.82 0.05  0.0000
H 2.48 -1.97 3.17  0.0000
H 0.34 -0.70 -0.83  -0.0003
H 1.65 -1.09 -1.67  0.0045
H 1.46 -2.14 0.94  0.0008
H 1.42 0.55 -1.66  -0.0023
C -2.35 0.44 -2.74  0.0266
C -1.05 1.05 -3.23  0.0071
C -2.50 0.05 -1.34  0.2507
C -1.68 0.37 -0.20  0.4225
C -3.49 -0.71 0.38  0.2677
N -3.66 -0.50 -0.92  -0.0635
N -2.33 -0.19 0.85  -0.0403
H -3.26 0.94 -3.07  0.0345
H -2.54 -0.46 -3.29  0.0356
H -0.61 1.80 -2.58  -0.0014
H -0.98 1.18 -0.04  0.0135
H -4.23 -1.25 0.96  0.0106
H -1.87 -0.28 1.75  -0.0019
H -1.29 1.59 -4.15  -0.0007
H -0.33 0.29 -3.49  -0.0002



*Q*
The following is a DFT calculation (wB97M-V/def2-TZVPD) of a cluster of 2 separate species, C12H16N2 in total.

The spin multiplicity is 2. As for the HOMO energy (spin up / spin down): -0.4350 / -0.4343 Ha. As for the net charge: +1. As for the LUMO energy (spin up / spin down): -3.349 / -7.867 eV. The calculation puts the frontier orbital gap (spin up / spin down) at 0.3119 / 0.1452 Eh.

Each line ends with the Mulliken spin population.
Geometry (Å):
C 0.67 2.72 0.71  0.0252
C 0.53 3.14 -0.76  0.0623
C 1.47 1.51 0.82  0.2710
C 1.37 0.18 0.76  0.3530
C 3.31 0.75 1.74  0.2031
N 2.75 1.88 1.36  -0.0815
N 2.43 -0.32 1.43  0.0792
H 0.96 3.70 1.29  0.0012
H -0.29 2.65 1.32  0.0252
H 0.10 2.44 -1.42  -0.0046
H 0.63 -0.50 0.38  0.0546
H 4.27 0.75 2.17  0.0059
H 2.70 -1.32 1.40  -0.0044
H 1.69 3.26 -1.03  -0.0056
H -0.04 4.00 -0.78  0.0063
C -1.62 -3.56 -1.82  -0.0001
C -2.13 0.13 -0.13  0.0062
C -2.14 -1.00 0.72  0.0020
C -1.73 0.02 -1.49  -0.0036
C -1.80 -2.25 0.22  -0.0021
C -1.56 -1.18 -2.02  0.0037
C -1.64 -2.25 -1.18  0.0019
H -2.40 1.11 0.41  0.0006
H -2.47 -0.92 1.73  -0.0004
H -1.69 0.92 -2.01  0.0004
H -1.89 -3.17 0.77  0.0000
H -1.34 -1.49 -3.12  0.0003
H -0.60 -3.88 -1.97  0.0002
H -2.08 -3.45 -2.81  0.0001
H -2.26 -4.29 -1.28  0.0000



Of them, the most stable is *P* and the least stable is *Q*.



*P*
The following is a DFT calculation (wB97M-V/def2-TZVPD) of an isolated molecule of CHN3OS.

The spin multiplicity is 1. As for the HOMO energy: -0.3437 Ha. As for the SMILES: S=c1nn[nH]o1. As for the LUMO energy: -0.904 eV. The calculation puts the frontier orbital gap at 0.3104 Eh.

Each line ends with the Mulliken charge.
Geometry (Å):
S -2.60 0.10 -0.06  -0.2836
C -0.98 0.14 -0.06  0.3799
N -0.13 1.27 -0.05  -0.1450
N 1.06 0.86 -0.04  -0.1724
N 1.10 -0.47 -0.18  0.1230
O -0.19 -0.96 -0.05  -0.1785
H 1.73 -0.94 0.44  0.2765



*Q*
The following is a DFT calculation (wB97M-V/def2-TZVPD) of an isolated molecule of CHN3OS.

The spin multiplicity is 1. As for the HOMO energy: -0.3748 Ha. As for the LUMO energy: -1.208 eV. The calculation puts the frontier orbital gap at 0.3305 Eh.

Each line ends with the Mulliken charge.
Geometry (Å):
C -0.16 0.54 0.73  -0.1751
N -0.93 -0.44 0.99  0.4148
N -1.24 -1.44 0.51  -0.4112
N 0.13 -1.19 -1.35  -0.4630
O 1.54 1.04 -1.36  -0.5370
S 0.61 0.08 -0.83  0.7549
H 0.06 1.41 1.30  0.4165



Of them, the most stable is *P* and the least stable is *Q*.